Entry 1:
{
  "formula": "C2H3NO2",
  "method": "ωB97M-V/def2-TZVPD",
  "homo_lumo_gap_ev": 9.253,
  "energy_ha": -283.13240,
  "homo_energy_ev": -9.655,
  "lumo_energy_ev": -0.401,
  "species": ["O", "C", "C", "N", "O", "H", "H", "H"],
  "positions_angstrom": [[0.083601, 1.716948, -1.196212], [0.023205, 1.171369, -0.145113], [-0.247038, -0.290523, 0.157555], [0.382904, -1.303242, -0.715733], [0.949294, -2.171002, -0.094907], [0.146392, 1.766667, 0.774832], [-0.011170, -0.464754, 1.214672], [-1.327188, -0.425463, 0.004906]],
  "atomic_forces_ev_per_a": [[0.00, -0.05, -1.08], [0.22, 0.02, 0.74], [-0.36, -0.07, 0.51], [0.71, -0.60, 0.25], [-0.61, 0.91, -0.50], [-0.03, 0.02, 0.26], [-0.01, -0.21, -0.21], [0.07, -0.02, 0.03]],
  "lowdin_charge": [0.085, -0.271, -0.158, -0.027, 0.006, 0.118, 0.113, 0.136]
}

Entry 2:
{
  "formula": "C40H59CsN5PS",
  "method": "ωB97M-V/def2-TZVPD",
  "homo_lumo_gap_ev": 7.460,
  "energy_ha": -2593.06777,
  "homo_energy_ev": -7.234,
  "lumo_energy_ev": 0.226,
  "species": ["Cs", "C", "C", "N", "C", "S", "N", "N", "C", "C", "C", "C", "C", "C", "C", "N", "H", "H", "H", "H", "H", "H", "H", "H", "H", "H", "H", "H", "H", "C", "C", "C", "C", "C", "C", "C", "C", "C", "C", "C", "C", "C", "C", "C", "C", "C", "C", "C", "C", "C", "P", "C", "C", "C", "C", "C", "C", "C", "C", "H", "H", "H", "H", "H", "H", "H", "H", "H", "H", "H", "H", "H", "H", "H", "H", "H", "H", "H", "H", "H", "H", "H", "H", "H", "H", "H", "H", "H", "H", "H", "H", "H", "H", "H", "H", "H", "H", "H", "H", "H", "H", "H", "H", "H", "N", "C", "H"],
  "positions_angstrom": [[1.013580, 1.095760, 1.015410], [5.477423, -3.604710, 2.392912], [5.224370, -2.680654, 3.577586], [3.848609, -2.233562, 3.645931], [3.333535, -1.213644, 2.915031], [1.606510, -1.008750, 3.155789], [4.204309, -0.596471, 2.135517], [3.754099, 0.508288, 1.454978], [4.628780, 1.018878, 0.652235], [5.988692, 0.428179, 0.405423], [4.324284, 2.322146, -0.025460], [5.357832, 3.051807, -0.623512], [5.076001, 4.269352, -1.215414], [3.774000, 4.741586, -1.209808], [2.807172, 3.956120, -0.600414], [3.068933, 2.790408, -0.029201], [6.520991, -3.917699, 2.360474], [5.239174, -3.099325, 1.460655], [4.858521, -4.497712, 2.466063], [5.867360, -1.801980, 3.524190], [5.449046, -3.197379, 4.514559], [3.189646, -2.734469, 4.214030], [5.989053, -0.624435, 0.670029], [6.751826, 0.922731, 1.012521], [6.280027, 0.544590, -0.638823], [6.369789, 2.679441, -0.613228], [5.870767, 4.843854, -1.672089], [3.506479, 5.686872, -1.658877], [1.772451, 4.280272, -0.573576], [-1.746591, -0.466315, 5.185615], [-2.594222, 0.492983, 4.358426], [-4.044413, 0.469303, 4.835204], [-2.543406, 0.229906, 2.869056], [-2.757064, 1.266675, 1.969620], [-2.809492, 1.051957, 0.599431], [-3.104883, 2.220141, -0.319470], [-2.231996, 3.436893, -0.020789], [-4.585222, 2.596413, -0.244576], [-2.659485, -0.253667, 0.100561], [-2.444790, -1.310739, 0.992539], [-2.371753, -1.042917, 2.358635], [-2.399691, -2.763313, 0.557981], [-3.754068, -3.431760, 0.819567], [-1.293346, -3.555130, 1.251870], [-2.976796, -0.558435, -1.337077], [-4.316519, -0.867193, -1.571100], [-4.784525, -1.214382, -2.822761], [-3.898677, -1.275375, -3.886481], [-2.570261, -0.962781, -3.671753], [-2.079089, -0.581838, -2.418772], [-0.331101, -0.048364, -2.213293], [0.700804, -1.572335, -2.607503], [0.300971, -2.406149, -3.826565], [0.574550, -2.466221, -1.371244], [2.176647, -1.175147, -2.712164], [-0.074924, 1.276539, -3.547222], [-1.299096, 2.195816, -3.513926], [1.118920, 2.130087, -3.103891], [0.156173, 0.848926, -4.999388], [-1.676853, -0.121061, 6.217619], [-0.739279, -0.584801, 4.787239], [-2.185418, -1.465462, 5.216292], [-2.216469, 1.512207, 4.513731], [-4.490551, -0.515715, 4.686047], [-4.650717, 1.195110, 4.292233], [-4.102107, 0.706604, 5.897937], [-2.884999, 2.270348, 2.354947], [-2.895496, 1.897000, -1.341975], [-2.444076, 3.859358, 0.961339], [-2.401819, 4.221828, -0.759090], [-1.169874, 3.189553, -0.036036], [-4.850779, 2.909950, 0.766141], [-5.219133, 1.749928, -0.505587], [-4.816981, 3.417069, -0.924332], [-2.192066, -1.866253, 3.031530], [-2.226426, -2.786311, -0.521449], [-3.981731, -3.415483, 1.886538], [-3.745240, -4.473143, 0.495886], [-4.561690, -2.920732, 0.299285], [-1.525379, -3.722285, 2.302409], [-0.328571, -3.049450, 1.219278], [-1.190012, -4.535058, 0.787909], [-5.000442, -0.828094, -0.733835], [-5.831117, -1.444997, -2.962649], [-4.237320, -1.558733, -4.873124], [-1.889726, -1.019182, -4.506090], [-0.700169, -2.821464, -3.708629], [0.993002, -3.245158, -3.929113], [0.325315, -1.845801, -4.758682], [-0.452091, -2.782547, -1.215438], [0.918404, -1.966398, -0.463182], [1.181300, -3.363499, -1.509937], [2.414645, -0.650530, -3.634183], [2.783871, -2.083180, -2.685262], [2.491682, -0.550764, -1.872449], [-1.448201, 2.616853, -2.520904], [-2.217479, 1.690710, -3.812174], [-1.127470, 3.026810, -4.201205], [1.016326, 2.440206, -2.065535], [1.159122, 3.029054, -3.722883], [2.074024, 1.621116, -3.203454], [-0.712367, 0.362643, -5.437356], [1.011368, 0.187137, -5.111307], [0.359420, 1.737128, -5.604514], [0.288518, 1.918321, 4.265884], [-0.159109, 2.804798, 3.668563], [0.744246, 1.059293, 4.546106]],
  "atomic_forces_ev_per_a": [[-1.46, 0.36, -0.49], [0.08, -0.01, 0.07], [0.01, -0.02, 0.02], [0.18, 0.04, 0.03], [-0.19, -0.02, 0.05], [0.39, -0.27, 0.41], [-0.26, 0.08, -0.03], [0.78, -0.25, 0.11], [-0.14, 0.25, -0.01], [0.03, -0.07, 0.01], [0.10, -0.22, 0.09], [-0.11, -0.02, 0.03], [-0.04, 0.01, 0.00], [-0.08, 0.00, 0.01], [0.26, 0.08, -0.08], [0.33, -0.04, 0.03], [0.07, -0.01, 0.00], [-0.03, 0.08, -0.06], [-0.05, -0.06, 0.00], [0.00, -0.02, -0.04], [-0.03, 0.02, -0.05], [-0.04, 0.01, -0.04], [-0.02, 0.02, 0.01], [0.00, 0.00, 0.06], [-0.03, -0.04, -0.02], [0.02, 0.00, 0.01], [0.01, 0.03, -0.02], [0.01, 0.03, -0.02], [-0.06, 0.04, 0.01], [0.01, -0.09, 0.00], [0.05, 0.24, 0.00], [-0.15, 0.04, 0.05], [0.00, -0.02, 0.10], [0.11, 0.00, -0.04], [0.05, -0.06, -0.06], [-0.02, -0.03, -0.08], [0.04, 0.04, 0.02], [-0.03, -0.01, 0.01], [0.01, 0.05, -0.02], [0.00, -0.01, 0.19], [0.08, 0.00, -0.18], [-0.08, 0.02, -0.13], [0.01, 0.02, 0.02], [0.10, 0.02, 0.00], [0.10, 0.03, 0.01], [-0.11, 0.00, -0.01], [-0.03, -0.02, -0.05], [-0.02, 0.00, 0.03], [0.02, 0.01, -0.04], [0.03, -0.17, -0.06], [0.14, 0.22, 0.25], [0.04, -0.09, -0.10], [-0.08, 0.02, 0.02], [-0.04, 0.06, 0.02], [0.01, 0.09, 0.02], [-0.11, -0.09, -0.22], [-0.03, 0.01, 0.01], [0.00, -0.03, 0.04], [0.03, -0.05, 0.02], [0.00, 0.04, 0.02], [0.05, 0.01, -0.02], [-0.07, -0.02, -0.01], [-0.11, -0.23, 0.00], [0.02, -0.05, -0.03], [-0.01, 0.01, -0.02], [-0.01, 0.01, 0.06], [-0.02, 0.07, 0.04], [-0.07, 0.01, 0.10], [-0.04, 0.01, 0.03], [-0.03, 0.02, -0.04], [0.07, -0.07, -0.05], [0.01, 0.02, 0.05], [-0.03, -0.05, -0.03], [0.01, 0.04, -0.04], [0.00, -0.07, 0.12], [-0.06, -0.03, 0.08], [0.00, 0.01, 0.05], [0.03, -0.04, -0.03], [-0.05, 0.02, -0.05], [-0.05, -0.03, 0.08], [-0.01, 0.03, -0.02], [0.02, -0.09, -0.05], [-0.05, 0.00, 0.04], [-0.07, -0.01, -0.02], [-0.02, -0.02, -0.05], [0.03, 0.04, -0.06], [0.01, -0.02, 0.02], [0.05, -0.04, 0.01], [0.03, 0.06, -0.03], [-0.05, -0.03, -0.01], [0.02, 0.03, 0.01], [0.04, -0.05, 0.00], [-0.02, 0.08, -0.10], [0.02, -0.01, -0.02], [-0.01, 0.03, 0.03], [0.02, 0.04, 0.05], [0.01, -0.01, -0.02], [-0.01, 0.05, -0.04], [-0.03, 0.03, 0.06], [0.04, 0.06, -0.03], [0.10, -0.14, 0.00], [-0.07, -0.04, 0.00], [0.08, -0.05, 0.03], [-0.01, 0.05, 0.02], [0.34, -0.20, 0.03], [-0.13, 0.38, 0.00], [0.09, -0.08, -0.07]],
  "lowdin_charge": [0.828, -0.094, -0.258, -0.057, -0.827, 0.356, -0.029, -0.092, -0.298, -0.045, -0.227, -0.018, -0.058, -0.059, -0.168, -0.039, 0.067, 0.057, 0.068, 0.103, 0.110, 0.091, 0.056, 0.091, 0.074, 0.101, 0.109, 0.103, 0.106, -0.077, -0.394, -0.059, -0.188, -0.007, -0.156, -0.370, -0.066, -0.041, -0.107, -0.123, 0.025, -0.369, -0.044, -0.067, -0.188, -0.038, -0.060, -0.069, -0.103, -0.294, 1.130, -0.692, -0.085, -0.105, -0.092, -0.678, -0.092, -0.115, -0.085, 0.085, 0.019, 0.081, 0.098, 0.084, 0.078, 0.078, 0.116, 0.099, 0.078, 0.083, 0.044, 0.084, 0.072, 0.081, 0.111, 0.109, 0.084, 0.082, 0.065, 0.077, 0.057, 0.086, 0.121, 0.106, 0.105, 0.080, 0.075, 0.088, 0.063, 0.054, 0.066, 0.098, 0.067, 0.089, 0.072, 0.056, 0.080, 0.091, 0.034, 0.090, 0.073, 0.068, 0.062, 0.087, 0.055, -0.080, 0.007]
}